Entry i
Computed, not measured: a cluster of 2 separate species, C3H10NS in total, with the ωB97M-V functional and the def2-TZVPD basis.

Results
**Highest occupied orbital energy (spin up / spin down)**: -20.7 / -21.0 eV
**Multiplicity**: 2
**Gap between HOMO and LUMO (spin up / spin down)**: 0.4204 / 0.2942 hartree
**Charge**: +2

Structure (XYZ):
```
15
C3H10NS, DFT the ωB97M-V functional and the def2-TZVPD basis
C 1.00246 0.48824 -3.20095
N 1.06589 0.07544 -1.98910
H 1.92349 0.47233 -3.77714
H 0.03441 0.68737 -3.64896
H 0.20590 -0.14029 -1.46433
H 1.92784 0.18221 -1.45612
C 0.16662 -0.88278 2.09524
C -1.13687 -0.07455 1.87895
S -1.09277 0.74197 0.26109
H 0.68485 -0.43140 2.93546
H 0.72910 -0.99838 1.17150
H -0.14698 -1.87839 2.41146
H -2.08451 -0.63348 1.81366
H -1.20884 0.70364 2.64478
H -2.07060 1.68807 0.32445
```

---

Entry ii
Computed, not measured: the ion C3H10NS with charge +2, with the ωB97M-V functional and the def2-TZVPD basis.

Results
**Highest occupied orbital energy (spin up / spin down)**: -21.0 / -21.1 eV
**Multiplicity**: 2
**Gap between HOMO and LUMO (spin up / spin down)**: 0.4200 / 0.2699 hartree
**Charge**: +2

Structure (XYZ):
```
15
C3H10NS, DFT the ωB97M-V functional and the def2-TZVPD basis
C -0.62611 -0.53308 1.23149
N -1.19110 -1.78301 0.98582
H 0.09309 -0.50553 2.02032
H -1.31278 0.32733 1.34653
H -2.27785 -2.03134 1.02106
H -0.59794 -2.57559 1.11999
C 1.93286 0.70670 -0.21180
S 0.52264 -0.35657 -0.54868
C -0.62053 0.81660 -1.50500
H 2.25379 1.17185 -1.18792
H 1.55956 1.49150 0.41498
H 2.79053 0.22068 0.24504
H -1.59845 0.24491 -1.70647
H -0.14037 1.16205 -2.39102
H -0.78735 1.64350 -0.83435
```

---

Stability verdict: entry i, ahead by 0.808 eV

---

Entry i
Computed, not measured: a cluster of 3 separate species, C2H7NO5 in total, with the ωB97M-V functional and the def2-TZVPD basis.

Results
**Highest occupied orbital energy**: -11.1 eV
**SMILES string**: O=CNC(=O)O.O.O
**Gap between HOMO and LUMO**: 0.4113 hartree

Structure (XYZ):
```
15
C2H7NO5, DFT the ωB97M-V functional and the def2-TZVPD basis
O 0.94027 2.25496 -0.81273
C 0.98499 1.09541 -0.42927
N 0.01901 0.19063 -0.66833
C -1.31355 0.52990 -1.15330
O -1.38691 1.72334 -1.68306
O -2.15119 -0.31517 -1.07606
H 1.88033 0.69069 0.02901
H -0.02820 -0.62324 -0.07334
H -0.52946 2.17046 -1.55490
H 1.68175 -2.41915 -0.56686
H 2.49170 -1.69952 0.48837
O 1.61409 -2.06783 0.33453
H 0.16958 -1.95227 3.27987
H 0.18635 -2.83982 4.55579
O 0.57699 -2.06582 4.14206
```

---

Entry ii
Computed, not measured: a structure of composition C2H7NO5, with the ωB97M-V functional and the def2-TZVPD basis.

Results
**Highest occupied orbital energy**: -10.3 eV
**Gap between HOMO and LUMO**: 0.1395 hartree

Structure (XYZ):
```
15
C2H7NO5, DFT the ωB97M-V functional and the def2-TZVPD basis
O -1.07418 -1.01520 -0.63265
C -0.50361 -0.84465 0.62646
N -0.87252 -1.29303 1.82579
C -2.06352 -0.67612 1.74983
O -2.30724 0.49755 1.68079
O 2.76599 -0.37641 0.09911
H -0.82042 -0.21152 -1.34012
H -2.91168 -1.29095 1.57829
H 0.46741 -0.49334 0.53077
H -0.38298 0.81481 -3.15328
H 2.11606 1.01225 0.05655
O -0.40527 0.91918 -2.20916
H 3.71836 -0.38475 0.15493
H 0.88659 1.62922 -0.89233
O 1.38702 1.71298 -0.07498
```

---

Stability verdict: entry i, ahead by 12.078 eV

---

Entry i
Computed, not measured: a cluster of 2 separate species, C3H6O in total, with the ωB97M-V functional and the def2-TZVPD basis.

Results
**Highest occupied orbital energy**: -8.4 eV
**Gap between HOMO and LUMO**: 0.3300 hartree

Structure (XYZ):
```
10
C3H6O, DFT the ωB97M-V functional and the def2-TZVPD basis
O -0.08689 1.02725 -0.07029
C -0.27391 -0.13794 -0.80166
C -0.99614 0.44800 1.52524
C 0.69622 -0.98041 -1.11804
H 0.86529 1.20941 -0.00249
H -1.33066 -0.27852 -0.97708
H -0.08189 -0.03747 1.93876
H -0.98268 1.46363 1.96466
H 0.45323 -1.92359 -1.59406
H 1.73743 -0.79035 -0.86504
```

---

Entry ii
Computed, not measured: the molecule C3H6O, with the ωB97M-V functional and the def2-TZVPD basis.

Results
**Highest occupied orbital energy**: -10.1 eV
**SMILES string**: OC1CC1
**Gap between HOMO and LUMO**: 0.4106 hartree

Structure (XYZ):
```
10
C3H6O, DFT the ωB97M-V functional and the def2-TZVPD basis
C 0.21656 -0.02914 0.48980
C -0.90729 0.77918 -0.12219
C -0.88434 -0.75044 -0.16350
H 1.84902 0.81077 -0.21522
H 0.36759 -0.11170 1.58842
H -0.69234 1.31467 -1.02508
H -1.55668 1.32160 0.53243
H -1.60490 -1.29257 0.46364
H -0.65961 -1.28226 -1.07154
O 1.46842 -0.09476 -0.18716
```

---

Entry iii
Computed, not measured: the molecule C3H6O, with the ωB97M-V functional and the def2-TZVPD basis.

Results
**Highest occupied orbital energy**: -9.8 eV
**SMILES string**: CCC=O
**Gap between HOMO and LUMO**: 0.4025 hartree

Structure (XYZ):
```
10
C3H6O, DFT the ωB97M-V functional and the def2-TZVPD basis
C -0.18183 -0.50087 0.97822
C 0.54911 0.39270 -0.02105
C -0.26488 0.34125 -1.37886
O -1.24951 -0.36562 -1.33385
H -1.19756 -0.16645 1.23169
H 0.49538 -0.34444 1.81355
H -0.21826 -1.56354 0.70007
H 0.61803 1.38702 0.46877
H 1.58782 0.00195 -0.06147
H -0.13830 0.81799 -2.39708
```

---

Stability verdict: entry iii, ahead by 0.271 eV

---

Entry i
Computed, not measured: the molecule C3H6O, with the ωB97M-V functional and the def2-TZVPD basis.

Results
**Highest occupied orbital energy**: -8.6 eV
**Gap between HOMO and LUMO**: 0.3510 hartree

Structure (XYZ):
```
10
C3H6O, DFT the ωB97M-V functional and the def2-TZVPD basis
O -0.44388 1.46901 -1.43811
C 0.51496 0.87819 -0.74894
C 0.11842 -1.17821 0.49361
C -0.08054 0.34989 0.53127
H -0.04844 1.75415 -2.27649
H 1.10877 -1.38823 0.08119
H 0.03860 -1.64168 1.48474
H -0.61670 -1.64807 -0.16943
H 0.53693 0.75842 1.34247
H -1.12812 0.64653 0.69970
```

---

Entry ii
Computed, not measured: the molecule C3H6O, with the ωB97M-V functional and the def2-TZVPD basis.

Results
**Highest occupied orbital energy**: -8.4 eV
**SMILES string**: C=COC
**Gap between HOMO and LUMO**: 0.3410 hartree

Structure (XYZ):
```
10
C3H6O, DFT the ωB97M-V functional and the def2-TZVPD basis
C 1.59851 -0.02409 0.08683
C -0.58080 0.16702 -0.19093
C -1.91495 -0.14140 0.20317
H 2.54257 -0.24510 -0.74028
H 1.36387 1.01808 0.47977
H 1.94652 -0.49020 1.08738
H -0.23618 1.17592 -0.51468
H -2.83276 0.49784 -0.22552
H -2.20511 -1.33794 0.05397
O 0.31833 -0.62014 -0.23971
```

---

Entry iii
Computed, not measured: a structure of composition C3H6O, with the ωB97M-V functional and the def2-TZVPD basis.

Results
**Highest occupied orbital energy**: -8.8 eV
**Gap between HOMO and LUMO**: 0.3606 hartree

Structure (XYZ):
```
10
C3H6O, DFT the ωB97M-V functional and the def2-TZVPD basis
C 1.21137 0.69777 -0.84749
C -0.69140 -0.36612 0.06064
C -1.42315 -0.45419 1.16876
H 2.09906 1.27424 -0.30356
H 1.69872 -0.59516 -0.81754
H 0.84178 1.00885 -1.94207
H -0.53209 -1.02067 -0.83780
H -2.04121 -1.42706 1.29719
H -1.30690 0.19273 2.15727
O 0.14382 0.68960 0.06460
```

---

Stability verdict: entry i, ahead by 0.571 eV